(1)
Formula: C7H12BrClO4
Source: the OMol25 dataset
Level of theory: the ωB97M-V functional and the def2-TZVPD basis

Geometry as XYZ:
```
25
Properties=species:S:1:pos:R:3:forces:R:3:lowdin_charge:R:1
C 0.4013 -1.5402 -1.8918 -0.30 -0.44 -1.79 -0.15
C 0.5836 -0.0003 -1.8195 0.69 -0.05 1.08 -0.12
C -0.7561 -2.1937 0.0440 -1.85 -0.42 0.37 -0.05
C 0.1773 1.6960 -0.0765 -1.76 0.89 -3.47 -0.48
C -0.7127 1.9390 1.2177 2.75 -0.62 -0.78 -1.01
C -2.3111 -2.7873 1.7056 -0.32 -2.58 -1.68 -0.09
C 2.5650 2.0107 0.1993 0.35 2.44 2.98 -0.08
O -0.7798 -1.9144 -1.2407 -1.45 0.17 1.09 -0.09
O 0.4426 0.3383 -0.4241 -0.56 0.71 1.11 -0.14
O -2.0875 -2.3743 0.3647 2.49 0.69 -1.18 -0.13
O 1.2970 2.5263 -0.1200 -0.35 -0.03 -0.41 -0.19
Cl -0.1068 0.9767 2.5905 0.02 0.39 -0.03 0.59
Br -0.8282 3.8461 1.5396 -0.09 -0.54 0.09 0.71
H 0.0946 -1.9588 -2.9218 1.45 1.22 1.02 0.16
H 1.2241 -2.1168 -1.4793 0.28 0.22 0.02 0.12
H 1.5622 0.4060 -2.1108 0.01 -0.76 -0.36 0.13
H -0.1277 0.5014 -2.4483 -0.81 0.29 -0.08 0.11
H -1.6521 1.5559 1.0068 -1.87 -0.40 -0.27 0.02
H -0.5259 2.0990 -1.0151 1.45 -0.60 2.44 0.19
H -2.6849 -3.8701 1.5885 0.72 1.48 0.78 0.12
H -3.1012 -2.1929 2.0395 -1.17 0.89 0.95 0.06
H -1.4112 -2.6781 2.2680 0.48 -0.14 0.57 0.07
H 2.7837 1.1298 -0.2622 0.54 -2.44 -1.63 0.04
H 2.6410 1.8008 1.3091 0.01 0.34 -1.00 0.10
H 3.3130 2.8008 -0.0632 -0.72 -0.70 0.17 0.11
```
Forces are in eV/Å.

Properties
spin multiplicity: 1
frontier orbital gap: 0.359 Ha
HOMO: -9.0727 eV

=====

(2)
Formula: C35H49BeCl2FIKLiN4NaO14P
Source: the OMol25 dataset
Level of theory: the ωB97M-V functional and the def2-TZVPD basis

Geometry as XYZ:
```
111
Properties=species:S:1:pos:R:3:forces:R:3:lowdin_charge:R:1
C 3.6175 -3.3748 1.5856 -0.28 0.04 -0.74 -0.06
C 2.2132 -3.6478 2.1227 0.68 -0.37 0.34 -0.21
N 1.0850 -3.2875 1.2243 0.57 0.64 0.02 0.03
C 1.2779 -2.1021 0.4829 0.10 -0.72 -0.42 -0.13
C 1.0452 -0.8225 1.0203 0.16 0.24 0.87 -0.07
C 0.4303 -0.8095 2.4287 -1.66 -0.45 -1.37 -0.13
C -1.1315 -1.1838 2.2801 0.85 -0.68 1.23 -0.17
C -1.4739 -2.6830 2.6766 -1.06 0.44 -0.88 -0.15
C -2.2890 -3.3759 1.5389 1.21 -0.31 0.68 -0.19
N -3.6346 -2.8055 1.4950 0.49 -0.47 -0.79 -0.13
C -4.6850 -3.7885 1.8414 -0.36 1.15 0.19 -0.03
C -3.9347 -2.1445 0.2718 -0.30 0.02 -0.34 -0.50
C -4.8247 -0.9444 0.4188 -0.18 -0.06 0.14 0.01
O -3.5497 -2.5117 -0.8172 0.45 -0.03 0.16 0.07
C 1.3405 0.3197 0.2508 -0.20 -1.14 -0.27 -0.14
C 1.1968 1.7229 0.7488 0.34 0.38 0.14 -0.52
I -0.8366 2.1512 1.4923 0.06 -0.12 -0.20 1.27
C 2.3600 2.1819 1.6950 -0.56 -0.61 0.23 -0.25
C 2.9980 1.0897 2.5514 0.28 1.16 0.28 -0.07
C 1.8105 0.1406 -1.0761 0.09 1.76 -0.57 -0.07
C 2.1985 1.2764 -2.0338 -0.48 -0.59 0.62 -0.07
C 1.0151 1.8578 -2.8450 1.02 0.05 -0.35 -0.19
O -0.1745 1.0978 -2.7833 -0.14 0.90 0.41 -0.01
C -1.1427 1.9085 -2.1657 -1.09 -0.37 0.54 -0.49
C -1.4296 3.2624 -2.7558 0.89 -0.05 -0.26 0.01
O -1.7139 1.4865 -1.2113 0.79 -1.23 -0.55 -0.02
C 1.9252 -1.1020 -1.6064 0.22 -1.04 -0.68 -0.04
C 1.6836 -2.2346 -0.8445 -0.45 0.42 1.29 -0.05
C 1.9168 -3.4533 -1.6070 0.82 0.28 0.76 -0.48
O 1.8148 -4.6334 -1.3133 -0.11 0.78 -0.41 0.05
N 2.3109 -2.9894 -2.8937 -1.29 -1.58 -1.43 -0.12
P 1.2659 -3.7312 -4.0930 1.37 0.91 -1.43 0.77
O 1.8001 -5.2512 -4.1313 -1.37 0.20 0.63 -0.29
Cl -0.6166 -3.5853 -2.9749 0.03 -0.53 -0.09 0.22
C 2.3154 -1.5531 -2.9933 -0.22 0.34 1.35 -0.39
O 2.5732 -0.9584 -4.0019 -0.10 -0.25 0.13 0.12
H 3.7132 -3.8679 0.6146 0.10 -0.05 -0.10 0.07
H 4.3924 -3.7892 2.2222 -0.05 0.03 0.27 0.08
H 3.8535 -2.3206 1.4414 0.05 0.12 0.25 0.06
H 2.1394 -3.2067 3.1154 -0.39 0.24 -0.01 0.11
H 2.1377 -4.7256 2.2711 -0.23 0.02 0.10 0.09
H 1.0240 -4.0220 0.5405 -0.05 -0.45 -0.03 0.08
H 0.8462 -1.6005 3.0273 0.46 -0.02 0.25 0.09
H 0.5209 0.1355 2.9433 0.22 0.02 -0.06 0.04
H -1.4753 -0.8994 1.2880 -0.09 -0.29 -0.20 0.08
H -1.6865 -0.5505 2.9720 0.04 0.16 -0.01 0.08
H -2.1256 -2.6959 3.5504 0.07 0.18 0.18 0.10
H -0.6016 -3.2686 2.9153 0.35 0.02 -0.02 0.07
H -2.3264 -4.4860 1.6279 0.04 0.77 0.23 0.09
H -1.7033 -3.1718 0.6410 -0.40 0.02 -0.36 0.10
H -5.0445 -3.5614 2.8444 -0.03 -0.38 0.16 0.08
H -5.5230 -3.6294 1.1653 -0.20 -0.26 -0.01 0.08
H -4.3406 -4.8150 1.7611 0.09 -0.06 -0.03 0.08
H -4.5634 -0.3972 1.3223 -0.04 0.04 -0.04 0.08
H -4.7680 -0.2978 -0.4529 0.03 -0.05 -0.02 0.09
H -5.8504 -1.3105 0.5313 -0.03 0.12 0.03 0.08
H 1.2513 2.3543 -0.1298 -0.42 0.18 0.00 0.05
H 3.1303 2.6663 1.0918 -0.03 -0.04 -0.28 0.11
H 2.0061 2.9466 2.4089 0.72 -0.68 -0.17 0.03
H 2.4226 0.9694 3.4640 -0.07 -0.46 0.02 0.08
H 3.9699 1.4580 2.8837 0.23 -0.32 0.22 0.06
H 3.2063 0.1639 2.0319 0.02 -0.11 0.04 0.07
H 2.9345 0.8559 -2.7069 0.17 0.20 -0.07 0.10
H 2.6526 2.0814 -1.4602 0.25 0.08 -0.12 0.11
H 0.8517 2.8529 -2.4458 0.01 -0.01 -0.10 0.09
H 1.2844 1.9760 -3.8937 0.24 -0.02 -0.05 0.13
H -2.2132 3.7562 -2.2087 -0.48 -0.40 0.26 0.04
H -0.5414 3.8862 -2.6378 -0.13 0.17 -0.32 0.07
H -1.6428 3.1535 -3.8166 -0.01 0.12 -0.08 0.10
H 1.4955 -5.7614 -3.3633 0.70 -0.20 0.28 0.05
Na 0.7217 4.2166 2.3065 -0.45 1.15 0.10 0.45
C 6.2596 0.2002 2.9029 -2.12 -0.45 0.76 -0.99
O 7.4470 0.5845 2.5363 0.27 -0.52 1.10 -0.43
O 5.6669 0.6956 3.9281 0.82 0.49 -0.10 -0.17
O 5.5845 -0.6619 2.1991 0.85 0.24 -0.87 -0.18
K 7.6290 1.5704 0.6267 -0.05 0.30 -1.09 0.93
N -1.6135 -6.6963 1.9675 0.01 -0.76 0.18 0.05
C -0.3324 -6.3307 1.9113 0.00 -0.07 -0.04 -0.17
C 0.7310 -7.2149 1.8367 -0.17 -0.10 -0.04 -0.08
C 0.4471 -8.5796 1.8246 0.05 0.12 0.02 -0.09
C -0.8683 -8.9855 1.8792 0.00 0.18 0.27 -0.13
C -1.8648 -8.0122 1.9452 0.15 0.50 0.22 -0.29
H -0.1727 -5.2635 1.9358 0.17 0.18 0.02 0.06
H 1.7486 -6.8516 1.7944 0.03 0.00 -0.01 0.09
H 1.2470 -9.3081 1.7698 0.01 0.01 -0.01 0.10
H -1.1323 -10.0325 1.8648 -0.07 0.00 -0.07 0.10
H -2.9059 -8.2914 1.9854 0.00 -0.07 0.02 0.06
C -1.1931 8.6013 -3.3142 -0.14 0.11 0.06 -0.17
O -1.1574 9.5351 -2.2578 0.12 -0.14 -0.03 -0.20
C -1.9823 9.1593 -1.1614 0.06 0.31 0.03 -0.19
C -1.1659 8.5607 -0.0388 -0.24 -0.25 0.05 -0.20
O -0.5897 7.3208 -0.4253 0.24 -0.01 -0.01 -0.19
C 0.7804 7.4177 -0.7662 -0.17 -0.07 0.12 -0.11
H -0.3434 8.8489 -4.0010 -1.20 -0.18 0.87 -0.19
H -1.0644 7.5731 -2.9663 0.01 -0.02 -0.07 0.09
H -2.1291 8.6887 -3.8758 0.06 -0.10 -0.10 0.10
H -2.7642 8.4662 -1.4820 0.04 -0.08 0.03 0.13
H -2.4666 10.0702 -0.7979 -0.02 -0.01 0.02 0.13
H -1.8306 8.3593 0.8064 -0.01 0.01 0.00 0.13
H -0.3943 9.2604 0.2975 0.03 0.03 -0.07 0.13
H 1.3823 7.5326 0.1448 0.14 0.09 -0.08 0.08
H 0.9782 8.2540 -1.4402 0.03 0.02 0.02 0.08
H 1.0627 6.4914 -1.2667 -0.03 -0.02 0.01 0.09
F -3.2783 3.0281 -0.7443 -0.90 0.94 0.39 -0.50
Li -1.6915 -5.6276 -2.5919 -0.36 -0.47 0.70 0.64
Be 1.0064 9.0016 -5.0162 1.11 0.15 -0.80 0.31
Cl -2.7185 -8.6096 -0.6798 0.02 0.52 -1.10 -0.50
C -4.3137 5.1720 -3.2501 0.11 -0.33 -0.33 -0.94
O -4.5661 5.6332 -2.1383 0.05 0.18 0.07 0.20
O -5.1192 4.4934 -3.9344 -0.15 -0.02 0.19 0.23
O -3.2180 5.3302 -3.8513 -0.02 0.31 0.15 0.18
```
Forces are in eV/Å.

Properties
spin multiplicity: 1
net charge: -1
frontier orbital gap: 0.041 Ha
HOMO: -3.3518 eV